{
  "formula": "C27H32BrN3O2S6Tb",
  "method": "wB97M-V/def2-TZVPD",
  "s2": 12.686,
  "orbital_gap_ev": [6.6, 6.7],
  "spin_multiplicity": 7,
  "e_homo_ev": [-10.04, -10.02],
  "lumo_ha": [-0.125, -0.124],
  "total_charge": 1,
  "de_lowest_ev": 0.7557,
  "elements": ["Tb", "C", "C", "S", "C", "C", "S", "C", "C", "S", "C", "C", "S", "H", "H", "H", "H", "H", "H", "H", "H", "H", "H", "H", "H", "H", "H", "H", "H", "S", "C", "S", "C", "C", "N", "C", "N", "O", "C", "C", "C", "N", "C", "Br", "C", "H", "H", "H", "H", "C", "C", "C", "C", "C", "C", "C", "O", "C", "C", "C", "H", "H", "H", "H", "H", "H", "H", "H", "H", "H", "H", "H"],
  "xyz": [[-0.1080, -0.9779, -0.1885], [1.3722, -4.6747, -1.5380], [2.2194, -3.6352, -2.2013], [2.6193, -2.3743, -0.9652], [3.6552, -1.2823, -1.9620], [2.9253, -0.7783, -3.2058], [1.4835, 0.2617, -2.8014], [0.5033, -0.0627, -4.1781], [-0.2983, -1.3855, -4.2066], [-1.3476, -1.3766, -2.7839], [-2.1422, -2.9749, -2.6669], [-1.2226, -4.1991, -2.4061], [-0.2401, -4.0873, -0.9130], [1.9261, -5.0420, -0.6621], [1.2613, -5.5372, -2.1964], [1.7147, -3.2289, -3.0955], [3.1880, -4.0176, -2.4487], [4.6265, -1.7981, -2.1770], [3.9761, -0.5122, -1.2763], [2.5318, -1.5735, -3.8175], [3.5965, -0.1244, -3.8952], [1.1857, 0.0134, -5.0158], [-0.3347, 0.6505, -4.3700], [0.3073, -2.3372, -4.1830], [-0.9729, -1.4461, -5.0599], [-2.7392, -3.1666, -3.6466], [-2.8843, -2.7678, -1.9110], [-0.5272, -4.3324, -3.2453], [-1.7897, -5.1528, -2.3973], [-0.7237, -2.1776, 2.1677], [-2.1619, -2.6503, 1.3274], [-2.6908, -1.4846, 0.1680], [-2.6510, -3.9184, 1.5160], [-4.0105, -4.1357, 1.0773], [-5.1015, -4.2022, 0.6641], [-1.9915, -4.9726, 2.1888], [-1.4672, -5.8081, 2.7659], [4.9862, 0.7889, 4.1083], [4.0976, 0.4934, 3.1851], [3.2178, -0.5179, 3.3718], [2.3360, -0.7457, 2.3256], [2.2052, -0.0502, 1.2090], [3.0373, 0.9792, 1.1870], [2.9184, 2.1466, -0.2943], [4.0225, 1.3410, 2.0842], [5.0168, 0.1244, 4.8352], [3.2446, -1.2102, 4.2027], [1.5725, -1.5664, 2.4208], [4.6294, 2.2099, 1.8665], [-2.8980, 6.1599, 3.7161], [-2.3628, 5.2071, 2.7600], [-1.7304, 3.9985, 3.1314], [-1.3452, 3.0750, 2.2059], [-0.7338, 1.7583, 2.7251], [-1.6393, 3.3456, 0.8328], [-1.2624, 2.3468, -0.1397], [-0.5980, 1.2906, 0.0291], [-2.2829, 4.5469, 0.4399], [-2.6218, 4.9371, -0.9695], [-2.5373, 5.4562, 1.4350], [-2.8021, 7.1511, 3.3755], [-2.3037, 6.1431, 4.6491], [-3.9666, 5.9410, 4.0003], [-1.5236, 3.8362, 4.2085], [-0.6252, 1.7961, 3.8142], [0.2426, 1.4444, 2.3256], [-1.2994, 0.8825, 2.5111], [-1.6193, 2.5183, -1.1674], [-3.1441, 4.1261, -1.4836], [-1.7037, 5.1263, -1.5077], [-3.2488, 5.7818, -1.0301], [-2.9653, 6.4074, 1.1755]]
}